Entry 1:
47
Properties=species:S:1:pos:R:3:forces:R:3 method="wB97M-V/def2-TZVPD" spin_multiplicity=2 homo_lumo_gap_ev="8.8 / 3.2" e_tot_ev=-125710.1714
K -0.848 -3.112 1.883 0.05 0.22 -0.59
K 3.247 -1.659 1.928 -0.36 0.22 -0.48
C 0.037 0.520 -0.928 2.20 2.07 1.07
F -1.190 0.069 -0.939 0.03 -0.51 -0.27
F 0.939 -0.227 -1.564 -0.90 -0.01 0.25
F 0.067 1.749 -1.535 -0.26 -1.24 0.85
S 0.668 0.718 0.939 -1.37 1.08 1.48
O -0.236 1.680 1.612 0.34 -0.59 -1.65
O 0.534 -0.594 1.578 0.44 -0.23 -0.86
O 2.027 1.248 0.923 -0.14 -0.82 -0.87
C 0.646 -3.385 -2.621 0.00 0.38 3.08
F 1.577 -2.962 -3.481 -0.93 -0.35 0.38
F -0.221 -2.380 -2.300 0.38 -0.30 -0.90
F -0.078 -4.389 -3.077 0.55 0.15 -0.51
S 1.403 -3.917 -0.855 1.77 -3.24 -0.78
O 2.494 -4.843 -1.261 -1.46 2.38 0.57
O 1.797 -2.706 -0.080 -0.42 -0.75 -0.92
O 0.336 -4.690 -0.189 -0.09 1.63 -0.23
C -4.503 -1.820 -1.454 0.19 2.05 -2.14
F -5.700 -1.288 -1.214 1.21 -1.13 -0.50
F -4.207 -1.961 -2.756 -1.20 -0.60 1.25
F -3.557 -1.044 -0.984 -0.35 -0.43 0.89
S -4.318 -3.497 -0.417 2.35 -1.17 5.14
O -5.251 -3.341 0.697 1.07 0.54 -1.64
O -4.698 -4.543 -1.366 -0.67 -0.10 -2.01
O -2.878 -3.587 -0.056 -2.53 0.86 -0.88
O 0.931 2.751 3.977 0.22 0.06 0.48
H 1.420 3.561 3.834 0.15 0.22 0.08
H 0.713 2.443 3.097 -0.32 -0.26 -0.45
O 2.894 4.103 -0.162 0.08 0.14 -0.27
H 2.429 3.319 0.131 -0.20 -0.35 0.07
H 2.512 4.815 0.352 0.00 0.20 0.11
O -1.465 4.950 2.275 -0.22 0.30 -0.06
H -1.659 4.034 2.471 0.05 -0.30 0.09
H -0.538 4.954 2.037 0.19 -0.05 -0.04
O 4.484 2.306 1.845 0.62 -0.15 0.17
H 3.834 1.995 1.215 -0.27 0.08 -0.18
H 4.156 2.010 2.694 -0.18 0.07 0.24
O -2.127 0.295 3.048 -0.44 -0.66 0.27
H -3.004 0.664 3.152 -0.25 0.02 0.15
H -1.729 0.814 2.349 0.60 0.37 -0.26
O 4.141 -1.848 -2.319 0.31 0.01 -0.09
H 3.196 -1.783 -2.453 -0.24 -0.03 -0.05
H 4.291 -1.445 -1.464 0.03 0.12 0.08
O -0.727 3.894 -3.205 -0.03 -0.01 -0.27
H -1.162 3.361 -2.539 -0.05 -0.13 0.15
H -0.680 4.768 -2.819 0.06 0.24 0.06


Entry 2:
26
Properties=species:S:1:pos:R:3:forces:R:3 method="wB97M-V/def2-TZVPD" spin_multiplicity=1 homo_lumo_gap_ev=7.9 relative_energy_kcal_mol=2.4 e_tot_ev=-17189.2680 total_charge=-1
C -2.168 -0.231 3.255 0.51 0.00 0.21
C 0.135 0.116 0.314 0.04 -0.32 0.44
C -0.042 -0.107 1.702 0.26 -0.12 -0.26
C -1.442 -0.028 1.957 -0.99 -0.11 0.08
C -2.044 0.195 0.745 0.59 0.46 -0.48
C 1.411 0.193 -0.250 0.14 0.52 -0.38
C 2.500 -0.049 0.555 -0.24 -0.16 0.23
C 2.326 -0.403 1.911 0.21 -0.07 -0.01
C 1.082 -0.381 2.494 -0.41 -0.03 0.17
N -1.100 0.244 -0.247 0.03 0.39 0.00
H 1.553 0.561 -1.261 -0.09 -0.21 -0.08
H 3.497 0.064 0.146 -0.01 -0.14 0.01
H -1.227 0.573 -1.213 0.18 0.03 -0.21
H 3.178 -0.736 2.489 0.13 0.28 0.11
H -3.043 0.486 0.461 -0.23 -0.37 0.32
H 0.934 -0.558 3.557 0.21 -0.16 -0.08
H -2.397 -1.286 3.444 0.00 0.07 -0.03
H -3.103 0.330 3.296 0.00 0.00 -0.06
H -1.536 0.108 4.085 -0.18 -0.01 -0.01
C 0.157 -0.454 -4.261 0.18 0.91 -0.56
C 0.284 0.875 -3.487 -0.21 -0.01 0.45
O -0.721 1.185 -2.779 -0.09 -0.04 -0.07
O 1.351 1.503 -3.565 0.14 -0.07 -0.14
H 0.774 -0.375 -5.163 0.01 -0.24 0.17
H -0.884 -0.567 -4.558 -0.01 -0.40 0.18
H 0.525 -1.257 -3.628 -0.16 -0.20 0.00


Entry 3:
10
Properties=species:S:1:pos:R:3:forces:R:3 method="wB97M-V/def2-TZVPD" spin_multiplicity=1 homo_lumo_gap_ev=10.4 relative_energy_kcal_mol=114.3 e_tot_ev=-10683.5014
N -1.729 -0.036 -0.123 0.08 -0.03 -0.10
C -0.532 -0.477 0.332 -0.02 -0.36 0.31
N -0.092 -1.274 1.211 -0.26 0.34 -0.14
O 0.578 -1.196 -0.222 0.14 -0.03 -0.21
C 1.616 0.246 -0.274 0.52 0.15 -0.14
O 2.742 0.028 -0.541 -0.82 0.09 0.19
N 0.629 1.022 -0.010 0.28 -0.07 0.01
H -1.681 0.562 -0.935 -0.02 -0.06 0.11
H -2.462 -0.732 -0.128 0.08 0.06 0.01
H 0.834 1.981 0.241 0.02 -0.09 -0.04


Entry 4:
10
Properties=species:S:1:pos:R:3:forces:R:3 method="wB97M-V/def2-TZVPD" spin_multiplicity=1 homo_lumo_gap_ev="7.8 / 7.8" relative_energy_kcal_mol=183.2 e_tot_ev=-7184.7449
C 0.257 -1.044 0.073 0.96 2.27 0.05
C -0.326 0.034 -0.490 -0.39 1.27 -0.64
C 0.104 1.329 -0.397 1.47 -1.64 0.14
C -1.425 1.007 -0.411 -1.74 -1.25 -0.93
N 1.814 0.652 0.695 -2.56 0.01 -0.49
N 1.468 -0.541 0.563 2.79 -2.28 1.91
H 0.069 -2.059 0.055 -0.29 -1.78 0.12
H -1.985 1.311 -1.345 0.99 0.35 1.06
H -2.176 0.636 0.311 0.52 0.86 0.30
H 2.199 -1.325 0.946 -1.75 2.18 -1.53